Here is 2 unconnected molecules or ions with the total composition C6H8O2 at a distorted geometry from the Open Molecules 2025 dataset. Energies are from the ωB97M-V functional and the def2-TZVPD basis.

total energy = -383.683778 Eh
LUMO = 0.782 eV
net charge = 0
2S+1 = 1
HOMO level = -7.449 eV
relative energy (zero: lowest compared OMol25 entry of this formula, charge and spin) = 142.0 kcal/mol

Each line ends with the Löwdin charge.
Element x y z (Å)
C 0.088 1.815 0.134  -0.035
C -2.289 -0.226 -0.002  -0.405
C 0.174 0.380 -0.076  -0.220
C -0.235 -0.753 -0.400  0.094
C 1.839 -0.415 -0.519  -0.085
C 2.518 -1.052 0.419  -0.021
O -2.995 -1.400 -0.091  -0.004
O -2.882 0.803 0.249  0.005
H -3.944 -1.201 0.038  0.097
H -0.329 -1.808 -0.540  0.100
H 2.264 -0.029 -1.438  0.080
H 0.675 2.107 1.006  0.095
H 0.462 2.357 -0.736  0.099
H -0.972 2.043 0.286  0.077
H 3.591 -1.213 0.347  0.058
H 2.036 -1.408 1.323  0.066